DFT (wB97M-V/def2-TZVPD) results for C8H10N2S2 as an isolated structure.

Calculated values
Maximum force ... 0.0712 Eh/bohr
LUMO energy ... 0.30 eV
Molar mass ... 198.32 u
Energy above the lowest of the compared OMol25 structures with the same formula, charge and spin ... 458.9 kJ/mol

Each line ends with the natural charge from an NBO analysis.
Positions of all 22 atoms, in Å:
C1 -0.454 1.037 2.790  0.624
C2 -0.242 -1.775 2.547  -0.669
C3 1.205 0.732 -1.372  -0.388
C4 0.789 -0.645 -1.952  -0.412
C5 0.915 0.742 0.099  -0.431
C6 -0.715 -0.791 -1.642  -0.430
C7 -0.544 0.813 0.386  -0.075
C8 -1.146 -0.471 -0.192  -0.322
N1 -0.166 0.781 3.944  -0.661
N2 -1.001 1.062 1.714  -0.494
S1 0.041 -1.052 3.948  0.644
S2 -0.638 -1.835 1.007  0.420
H1 2.185 0.957 -1.542  0.212
H2 0.534 1.416 -1.890  0.189
H3 0.857 -0.441 -3.083  0.226
H4 1.397 -1.427 -1.378  0.222
H5 1.296 -0.107 0.586  0.213
H6 1.369 1.674 0.561  0.218
H7 -1.317 0.041 -2.060  0.219
H8 -0.991 -1.816 -1.977  0.237
H9 -1.080 1.627 -0.175  0.213
H10 -2.294 -0.522 -0.321  0.245



DFT (wB97M-V/def2-TZVPD) results for one molecule with the formula C7H11NO.

Calculated values
SMILES string ... C=C(C#N)OC(C)(C)C
Maximum force ... 0.0970 Eh/bohr
LUMO energy ... 0.42 eV
Molar mass ... 125.17 u
Energy above the lowest of the compared OMol25 structures with the same formula, charge and spin ... 294.3 kJ/mol

Each line ends with the natural charge from an NBO analysis.
Positions of all 20 atoms, in Å:
C1 2.367 -1.648 -0.467  -0.335
C2 1.588 -0.687 0.007  0.130
C3 2.060 0.588 0.179  0.216
N1 2.552 1.607 0.293  -0.272
O1 0.211 -1.040 0.268  -0.510
C4 -0.715 0.083 0.084  0.280
C5 -0.430 0.934 -1.155  -0.666
C6 -2.151 -0.679 0.063  -0.629
C7 -0.676 1.006 1.309  -0.675
H1 2.092 -2.697 -0.542  0.223
H2 3.435 -1.509 -0.692  0.216
H3 -0.091 0.194 -1.991  0.224
H4 -1.365 1.490 -1.262  0.234
H5 0.444 1.530 -0.905  0.226
H6 -2.768 -0.237 -0.667  0.208
H7 -2.614 -0.751 1.113  0.214
H8 -2.122 -1.774 -0.218  0.227
H9 -0.075 0.474 2.089  0.234
H10 0.033 1.817 0.944  0.221
H11 -1.774 1.296 1.550  0.234



Question: Among the records above, which one has the highest energy above the lowest of the compared OMol25 structures with the same formula, charge and spin?
Answer: C8H10N2S2



Copy entry 2 word for word.
DFT (wB97M-V/def2-TZVPD) results for one molecule with the formula C7H11NO.

Calculated values
SMILES string ... C=C(C#N)OC(C)(C)C
Maximum force ... 0.0970 Eh/bohr
LUMO energy ... 0.42 eV
Molar mass ... 125.17 u
Energy above the lowest of the compared OMol25 structures with the same formula, charge and spin ... 294.3 kJ/mol

Each line ends with the natural charge from an NBO analysis.
Positions of all 20 atoms, in Å:
C1 2.367 -1.648 -0.467  -0.335
C2 1.588 -0.687 0.007  0.130
C3 2.060 0.588 0.179  0.216
N1 2.552 1.607 0.293  -0.272
O1 0.211 -1.040 0.268  -0.510
C4 -0.715 0.083 0.084  0.280
C5 -0.430 0.934 -1.155  -0.666
C6 -2.151 -0.679 0.063  -0.629
C7 -0.676 1.006 1.309  -0.675
H1 2.092 -2.697 -0.542  0.223
H2 3.435 -1.509 -0.692  0.216
H3 -0.091 0.194 -1.991  0.224
H4 -1.365 1.490 -1.262  0.234
H5 0.444 1.530 -0.905  0.226
H6 -2.768 -0.237 -0.667  0.208
H7 -2.614 -0.751 1.113  0.214
H8 -2.122 -1.774 -0.218  0.227
H9 -0.075 0.474 2.089  0.234
H10 0.033 1.817 0.944  0.221
H11 -1.774 1.296 1.550  0.234